The following is a quantum chemistry calculation of a molecular structure, C17H23CrF6IN3O8S3Sb, from the Open Molecules 2025 dataset.

Last column: natural (NBO) charge in e.
Positions of all 63 atoms, in Å:
Cr (-0.8168, 0.6559, -0.5744)  1.161
F (-0.4097, 4.8912, -2.5082)  -0.300
C (0.5491, 4.9283, -1.5912)  0.741
F (0.6111, 6.1414, -1.0675)  -0.294
F (1.7127, 4.6256, -2.1582)  -0.301
S (0.2453, 3.6987, -0.2605)  2.267
O (0.4249, 2.4036, -0.9393)  -0.989
O (1.1549, 4.0521, 0.7782)  -0.888
N (-1.2573, 4.0154, 0.0777)  -1.216
S (-2.4274, 3.0315, 0.3208)  2.262
O (-2.0230, 1.6955, 0.8026)  -0.961
O (-3.5425, 3.6540, 0.9439)  -0.872
C (-3.1048, 2.6951, -1.3932)  0.709
F (-2.1328, 2.6914, -2.3091)  -0.309
F (-3.9993, 3.6109, -1.7059)  -0.286
F (-3.6840, 1.4851, -1.4122)  -0.313
O (1.2852, -4.2407, -1.9253)  -0.932
S (1.9201, -3.0075, -1.5536)  2.315
O (2.8745, -3.0233, -0.4814)  -0.937
N (0.7800, -1.8565, -1.2772)  -0.882
C (0.7653, -0.9618, -2.2341)  0.612
O (-0.0723, -0.0038, -2.2661)  -0.774
C (1.8023, -1.1341, -3.2871)  -0.066
C (2.0907, -0.3037, -4.3508)  -0.174
C (3.2185, -0.5948, -5.1109)  -0.199
C (4.0300, -1.6830, -4.7969)  -0.184
C (3.7313, -2.5190, -3.7248)  -0.183
C (2.6004, -2.2227, -2.9941)  -0.303
H (1.4631, 0.5517, -4.5639)  0.235
H (3.4827, 0.0418, -5.9453)  0.222
H (4.9150, -1.8774, -5.3901)  0.222
H (4.3693, -3.3534, -3.4640)  0.237
C (-4.7193, -0.6053, 0.9320)  -0.619
C (-3.6800, -1.6940, 1.2113)  -0.737
Sb (-1.9746, -1.6496, -0.0917)  1.089
C (-0.9509, -3.3722, 0.6384)  -0.712
C (-1.7957, -4.3066, 1.4992)  -0.620
C (-2.8597, -2.4248, -1.8746)  -0.722
C (-3.9140, -3.5046, -1.6512)  -0.616
H (-5.5681, -0.7031, 1.6116)  0.214
H (-5.1066, -0.6693, -0.0878)  0.201
H (-4.3037, 0.3910, 1.0687)  0.215
H (-4.1251, -2.6844, 1.1184)  0.222
H (-3.2879, -1.6022, 2.2259)  0.224
H (-0.0878, -3.0021, 1.1919)  0.227
H (-0.5579, -3.8718, -0.2472)  0.250
H (-2.1531, -3.8158, 2.4052)  0.205
H (-1.1968, -5.1675, 1.8043)  0.220
H (-2.6667, -4.6867, 0.9633)  0.202
H (-2.0216, -2.8077, -2.4601)  0.234
H (-3.2687, -1.5717, -2.4162)  0.219
H (-3.4921, -4.3808, -1.1555)  0.207
H (-4.3237, -3.8365, -2.6076)  0.217
H (-4.7466, -3.1419, -1.0460)  0.205
N (2.3470, 1.6334, 2.7412)  -0.792
C (1.7091, 0.9184, 1.7922)  0.666
O (0.5342, 1.1205, 1.5330)  -0.666
C (2.5200, -0.1263, 1.0611)  -0.601
I (3.6902, 0.8500, -0.4503)  0.126
H (1.8947, 2.4784, 3.0554)  0.419
H (3.3485, 1.5874, 2.8135)  0.400
H (1.8799, -0.8326, 0.5397)  0.257
H (3.2264, -0.6423, 1.7031)  0.246

Values from the calculation:
ΔE to the lowest compared entry with this formula, charge and spin ... 18.0 kcal/mol
Orbital gap (spin up / spin down) ... 9.2 / 9.3 eV
HOMO level (spin up / spin down) ... -0.33665 / -0.34341 Ha
Spin multiplicity ... 5

The following is a quantum chemistry calculation of a molecular structure, C17H23F3N5O2Zn, from the Open Molecules 2025 dataset.

Last column: natural (NBO) charge in e.
Positions of all 51 atoms, in Å:
Zn (-0.3671, 0.0164, 0.2887)  1.676
C (1.7676, 3.7884, -0.8739)  -0.697
C (1.2998, 2.4163, -0.5131)  0.345
N (0.3973, 2.0959, 0.3189)  -0.521
C (-0.4183, 2.9999, 1.1008)  -0.252
C (-1.8872, 2.6195, 0.9039)  -0.224
N (-2.1352, 1.1784, 1.0305)  -0.716
C (-2.5316, 0.6477, 2.3372)  -0.240
C (-1.3395, 0.1623, 3.1560)  -0.230
N (-0.4854, -0.7351, 2.3658)  -0.717
C (-1.0110, -2.1017, 2.1687)  -0.241
C (-0.0625, -2.9014, 1.2695)  -0.260
N (0.4773, -2.0128, 0.2566)  -0.514
C (1.4728, -2.2708, -0.4822)  0.339
C (2.1705, -3.5831, -0.6223)  -0.700
C (2.0216, -1.0703, -1.2123)  0.167
C (2.9746, -1.0884, -2.2206)  -0.203
C (3.4151, 0.1314, -2.7161)  -0.134
C (2.9173, 1.3206, -2.1972)  -0.204
C (1.9605, 1.2425, -1.1962)  0.164
N (1.5503, 0.0714, -0.7434)  -0.499
H (1.2348, 4.5683, -0.3403)  0.237
H (1.6357, 3.9525, -1.9448)  0.252
H (2.8321, 3.8923, -0.6566)  0.250
H (-0.2905, 4.0540, 0.8504)  0.204
H (-0.1233, 2.8768, 2.1464)  0.209
H (-2.1753, 2.9021, -0.1091)  0.221
H (-2.5071, 3.1982, 1.5958)  0.203
H (-2.8156, 0.8948, 0.3394)  0.414
H (-3.2067, -0.1877, 2.1491)  0.223
H (-3.0955, 1.3826, 2.9204)  0.205
H (-1.7033, -0.3188, 4.0696)  0.205
H (-0.7219, 1.0076, 3.4646)  0.202
H (0.4352, -0.7845, 2.7893)  0.389
H (-1.9787, -2.0135, 1.6806)  0.238
H (-1.1468, -2.6239, 3.1198)  0.200
H (-0.5913, -3.7479, 0.8283)  0.239
H (0.7641, -3.3000, 1.8677)  0.200
H (1.7538, -4.3384, 0.0380)  0.241
H (3.2364, -3.4739, -0.4157)  0.247
H (2.0747, -3.9434, -1.6490)  0.256
H (3.3590, -2.0188, -2.6137)  0.239
H (4.1518, 0.1587, -3.5076)  0.240
H (3.2672, 2.2723, -2.5702)  0.237
F (-1.8389, -2.1405, -3.4514)  -0.322
C (-2.6504, -1.2302, -2.8776)  0.889
F (-3.8305, -1.8062, -2.6663)  -0.304
F (-2.8200, -0.2287, -3.7422)  -0.308
C (-1.9961, -0.7568, -1.5615)  0.680
O (-1.1440, 0.1692, -1.6619)  -0.798
O (-2.2960, -1.3432, -0.5107)  -0.725

Values from the calculation:
ΔE to the lowest compared entry with this formula, charge and spin ... 0.0 kcal/mol
Orbital gap ... 9.1 eV
HOMO level ... -0.45526 Ha
Spin multiplicity ... 1
Charge ... +1

The following is a quantum chemistry calculation of a molecular structure, C17H23INOPbSe, from the Open Molecules 2025 dataset.

Last column: natural (NBO) charge in e.
Positions of all 45 atoms, in Å:
Pb (-2.5961, 0.5368, -0.9015)  1.554
I (-4.1160, -2.1017, 0.9158)  0.187
C (-4.1396, -0.0132, 0.5482)  -1.009
H (-4.0631, 0.5219, 1.4885)  0.232
H (-5.0703, 0.2469, 0.0567)  0.248
N (-2.3040, 2.8997, -0.0240)  -0.852
C (-1.2447, 3.0767, 0.9525)  0.199
C (-0.1955, 3.9578, 0.6919)  -0.266
C (0.8363, 4.0906, 1.6200)  -0.178
C (0.8010, 3.3474, 2.7908)  -0.209
C (-0.2486, 2.4876, 3.0536)  -0.170
C (-1.2814, 2.3554, 2.1340)  -0.279
H (-2.1739, 3.5533, -0.7920)  0.409
H (-3.2137, 3.1201, 0.3744)  0.406
H (-0.1885, 4.5498, -0.2193)  0.220
H (1.6437, 4.7922, 1.4567)  0.232
H (1.5871, 3.4782, 3.5189)  0.230
H (-0.2724, 1.9113, 3.9712)  0.230
H (-2.1131, 1.6718, 2.3355)  0.213
C (4.6922, -3.9481, -0.1136)  -0.644
C (3.4432, -3.1388, -0.2323)  0.083
C (2.1774, -3.7303, -0.2008)  -0.230
C (0.9970, -2.9785, -0.2025)  0.004
C (-0.3380, -3.6779, -0.1746)  -0.644
C (1.1207, -1.5635, -0.2628)  -0.183
Se (-0.3066, -0.5134, 0.3873)  0.121
C (2.3926, -0.9331, -0.3821)  0.014
C (2.6135, 0.5526, -0.5285)  -0.649
C (3.5126, -1.7446, -0.3382)  -0.234
H (4.4613, -5.0108, -0.0162)  0.227
H (5.2749, -3.6333, 0.7466)  0.239
H (5.3284, -3.8189, -1.0027)  0.239
H (2.0937, -4.8189, -0.1189)  0.222
H (-0.2117, -4.7633, -0.1357)  0.232
H (-0.9257, -3.4123, -1.0596)  0.228
H (-0.9208, -3.3660, 0.7083)  0.238
H (1.6915, 1.0955, -0.7009)  0.225
H (3.2671, 0.7207, -1.3901)  0.237
H (3.1002, 0.9731, 0.3539)  0.237
H (4.4809, -1.2655, -0.4065)  0.219
C (-3.9072, 0.8864, -3.8427)  -0.237
O (-3.8343, 1.0446, -2.4285)  -0.884
H (-4.6795, 1.5733, -4.1886)  0.197
H (-4.1972, -0.1422, -4.0936)  0.177
H (-2.9736, 1.1304, -4.3486)  0.170

Values from the calculation:
ΔE to the lowest compared entry with this formula, charge and spin ... 0.0 kcal/mol
Orbital gap (spin up / spin down) ... 5.8 / 5.8 eV
HOMO level (spin up / spin down) ... -0.41559 / -0.41560 Ha
Spin multiplicity ... 1
Charge ... +1

The following is a quantum chemistry calculation of a molecular structure, C17H23MgN2OPS2, from the Open Molecules 2025 dataset.

Last column: natural (NBO) charge in e.
Positions of all 47 atoms, in Å:
Mg (0.2903, 0.9914, 0.7945)  1.670
C (-1.6738, -1.3164, -0.5356)  -0.264
N (-0.4169, -0.5850, -0.3399)  -0.675
C (0.5134, -0.7435, -1.2318)  0.155
C (1.7813, -0.0990, -1.1258)  -0.062
C (2.8731, -0.1067, -2.0012)  -0.231
C (3.8649, 0.6609, -1.3915)  -0.341
C (3.3335, 1.0882, -0.1635)  -0.008
N (2.0841, 0.6389, 0.0127)  -0.706
C (-1.6681, -2.6630, 0.1466)  0.055
C (-1.6296, -3.8390, -0.5913)  -0.241
C (-1.5963, -5.0745, 0.0480)  -0.202
C (-1.5976, -5.1394, 1.4333)  -0.216
C (-1.6362, -3.9654, 2.1791)  -0.192
C (-1.6717, -2.7380, 1.5375)  -0.244
H (-1.8677, -1.4510, -1.6032)  0.188
H (-2.4882, -0.7136, -0.1331)  0.207
H (0.3306, -1.3607, -2.1153)  0.182
H (2.9263, -0.6125, -2.9550)  0.217
H (4.8522, 0.8767, -1.7707)  0.221
H (3.8079, 1.7062, 0.5856)  0.204
H (-1.6298, -3.7920, -1.6756)  0.209
H (-1.5694, -5.9850, -0.5389)  0.216
H (-1.5710, -6.0991, 1.9331)  0.216
H (-1.6451, -4.0102, 3.2618)  0.215
H (-1.7110, -1.8219, 2.1196)  0.210
C (-1.8064, 3.6781, -0.9992)  -0.939
P (-0.3309, 2.6322, -1.3133)  0.756
C (-0.5471, 2.2407, -3.0866)  -0.940
C (1.0037, 3.8784, -1.3879)  -0.945
H (-1.8640, 4.5120, -1.7017)  0.220
H (-1.7710, 4.0656, 0.0188)  0.251
H (-2.7076, 3.0712, -1.0964)  0.233
H (-0.7077, 3.1561, -3.6585)  0.226
H (-1.4058, 1.5812, -3.2229)  0.232
H (0.3421, 1.7314, -3.4631)  0.245
H (0.7584, 4.6855, -2.0803)  0.221
H (1.9271, 3.3900, -1.7065)  0.249
H (1.1689, 4.2919, -0.3924)  0.249
C (0.6845, -0.7089, 3.5451)  -0.261
O (0.3719, 0.4681, 2.7793)  -0.658
C (0.1827, 1.7062, 3.4254)  -0.049
S (0.2285, 1.8257, 5.0524)  -0.097
S (-0.0947, 2.9275, 2.2567)  -0.391
H (0.9330, -1.4691, 2.8097)  0.203
H (-0.1746, -1.0011, 4.1399)  0.198
H (1.5239, -0.5088, 4.2023)  0.213

Values from the calculation:
ΔE to the lowest compared entry with this formula, charge and spin ... 7.4 kcal/mol
Orbital gap ... 8.3 eV
HOMO level ... -0.29455 Ha
Spin multiplicity ... 1

The following is a quantum chemistry calculation of a molecular structure, C17H23N2O3S2, from the Open Molecules 2025 dataset.

Last column: natural (NBO) charge in e.
Positions of all 47 atoms, in Å:
C (-3.4995, -2.4543, 2.4579)  -0.074
C (-2.1028, -2.3605, 3.0640)  -0.261
N (-1.3687, -1.3013, 2.3609)  -0.463
C (0.0198, -1.3394, 2.4363)  -0.082
S (0.8335, -2.6789, 3.0539)  -0.376
S (1.0268, -0.0961, 1.9647)  -0.348
C (-2.0474, 0.0091, 2.3955)  -0.253
C (-3.4288, -0.1749, 1.7783)  -0.077
O (-4.1783, -1.1930, 2.4495)  -0.550
H (-3.3871, -2.8448, 1.4290)  0.162
H (-4.1477, -3.1189, 3.0498)  0.179
H (-2.1791, -2.1419, 4.1523)  0.175
H (-1.5629, -3.3088, 2.9126)  0.254
H (-2.1531, 0.3564, 3.4463)  0.171
H (-1.4556, 0.7297, 1.8166)  0.254
H (-4.0447, 0.7278, 1.8927)  0.177
H (-3.2776, -0.4077, 0.7090)  0.178
C (-1.3547, -1.3938, -3.5780)  -0.649
C (0.1169, -1.0656, -3.5410)  0.263
C (0.9002, -2.2679, -3.0527)  -0.640
C (0.5722, -0.6509, -4.9332)  -0.613
O (0.3927, 0.1101, -2.6956)  -0.546
C (-0.0018, 0.1452, -1.3884)  0.898
N (0.6386, 1.1756, -0.7140)  -0.499
C (1.8369, 1.1394, -0.2658)  0.174
C (2.3711, 2.3067, 0.4504)  -0.021
C (3.7402, 2.4046, 0.7609)  -0.202
C (4.2002, 3.4227, 1.5980)  -0.229
C (3.2904, 4.3446, 2.1400)  -0.206
C (1.9325, 4.2844, 1.7905)  -0.225
C (1.4796, 3.2674, 0.9400)  -0.169
O (-0.8770, -0.5659, -0.9136)  -0.613
H (-1.9153, -0.5437, -3.9854)  0.205
H (-1.5220, -2.2641, -4.2278)  0.199
H (-1.7075, -1.6166, -2.5654)  0.264
H (1.9784, -2.0655, -3.0788)  0.209
H (0.5978, -2.5248, -2.0292)  0.245
H (0.6954, -3.1309, -3.7013)  0.207
H (1.6374, -0.3892, -4.9462)  0.212
H (0.4079, -1.4674, -5.6482)  0.205
H (0.0029, 0.2230, -5.2746)  0.213
H (2.5888, 0.3419, -0.4669)  0.186
H (4.4167, 1.6449, 0.3629)  0.210
H (5.2588, 3.4662, 1.8634)  0.207
H (3.6412, 5.1121, 2.8330)  0.204
H (1.2143, 4.9938, 2.2061)  0.208
H (0.4208, 3.1613, 0.6918)  0.239

Values from the calculation:
Orbital gap ... 5.6 eV
HOMO level ... -0.10281 Ha
Spin multiplicity ... 1
Charge ... -1